C4H5NO | wB97M-V/def2-TZVPD

Bonds (Å) are listed after each position.
CARTESIAN COORDINATES (ANGSTROEM)
1 N -1.360 -1.743 2.052  C2 1.157
2 C -0.736 -0.896 1.573  N1 1.157, C3 1.465
3 C 0.028 0.192 0.956  C2 1.465, C4 1.537, H7 1.094, H8 1.096
4 C -0.328 0.405 -0.525  C3 1.537, C5 1.515, H9 1.096, H10 1.098
5 C 0.788 -0.020 -1.457  C4 1.515, O6 1.207, H11 1.109
6 O 1.900 -0.316 -1.093  C5 1.207
7 H -0.148 1.098 1.543  C3 1.094
8 H 1.097 -0.043 1.025  C3 1.096
9 H -1.247 -0.120 -0.810  C4 1.096
10 H -0.517 1.467 -0.730  C4 1.098
11 H 0.524 -0.024 -2.534  C5 1.109

Values from the calculation:
- SMILES = N#CCCC=O
- Kohn-Sham gap (eV) = 11.26
- spin multiplicity = 1
- ΔE to the lowest compared entry with this formula, charge and spin (kJ/mol) = 64.81